# 1
Formula: C49H56CsF2Ge2N6OS
Source: the Open Molecules 2025 dataset
Level of theory: wB97M-V/def2-TZVPD

Atoms and positions in Å:
C -0.7101 -4.6898 2.5596
C 5.0539 0.9457 0.2427
C -0.0011 6.3364 -1.5962
H -0.3169 -3.9815 -5.8719
H -1.7811 3.8534 -5.7883
C -3.4005 -0.9630 2.8400
C -0.2082 -3.3364 2.0531
H -5.4234 1.0087 -4.0082
F 6.7375 2.4540 2.0645
C 6.3658 0.9489 -0.2590
N 2.6290 -3.9007 -2.4451
C -1.7618 4.6097 -5.0005
H 4.9379 -4.8378 -1.7117
C 1.6443 -3.2810 -3.2028
C 4.7100 -2.7261 0.9141
F 4.1834 1.2339 5.7593
C 5.6451 1.7744 2.5355
H 2.9951 -1.4857 1.2521
H 6.2239 -4.1222 0.2914
H -3.8928 1.9030 3.3177
Ge -1.6686 -2.2498 1.2160
C -4.3470 -4.4424 2.0177
H -2.9467 1.0002 -3.9211
H -3.8276 4.3964 -4.3980
H -5.3326 -6.3224 1.7261
H -4.0041 -2.4966 -0.9137
C -4.1150 -3.3587 2.8674
N 1.2984 -2.0216 -2.9671
H -5.4466 2.7344 -3.5992
N 2.7481 -2.6164 -0.4605
C -0.2279 -2.1093 -4.8142
N -2.7109 2.9816 -3.3880
C 0.3850 -1.4578 -3.7582
H 7.2035 1.0815 0.4064
C 3.4470 -2.2415 0.6135
C -1.9022 -2.9770 -0.6279
C 1.4757 5.3554 0.0213
C 5.2530 -3.6909 0.0805
C -1.8058 2.7290 -2.3885
H -0.2618 -0.3999 5.6913
H 0.5843 -3.4647 1.3123
H 0.3980 -0.0636 3.3146
H -3.2501 1.7860 0.8045
C -4.8838 1.8047 -3.4910
C -0.9892 -0.5318 4.8865
O -0.0570 3.0349 -0.1048
H 5.2344 -2.3591 1.7861
C 0.4090 5.2260 -0.8634
H -0.7830 4.5937 -4.5234
C 4.2481 0.5352 -1.8741
H 0.1254 -0.4312 -3.5206
H -2.0320 -4.0593 -0.5317
H -3.8819 -4.4401 1.0377
C 3.4013 0.6425 3.5933
H 1.3995 -5.0459 -4.4290
C -2.5279 1.8957 1.6133
C 4.7544 1.1213 1.6821
H -2.8882 -1.2864 -1.5585
H -0.4847 1.3297 3.9099
H 5.6351 0.4224 -3.5171
N -1.1116 3.8189 -2.0303
Ge -1.8781 0.0862 2.1193
H -3.5102 2.1775 -5.1232
H -3.6568 3.4846 2.5692
H -1.5605 -4.5663 3.2331
H -0.9678 -1.6020 -5.4181
H -3.1197 -2.8126 -2.4151
C 1.0867 -4.0224 -4.2587
C -3.2702 -2.2357 2.4331
H 2.2072 8.6280 -0.4376
C -3.1541 2.5541 2.8428
C -5.1575 -5.4968 2.4052
C -0.2899 3.8904 -0.9751
H -6.3751 -6.3216 3.9732
H -4.2110 -0.6457 3.4983
H -5.9307 -4.4507 5.5260
H -4.8201 1.5524 -2.4322
C 0.6412 7.5551 -1.4406
C 1.7059 7.6751 -0.5578
H -1.0328 -5.3265 1.7322
C -2.8334 4.3186 -3.9516
N 4.0194 0.7311 -0.5819
C 0.1390 -3.4253 -5.0621
S -1.6956 1.1624 -1.7453
C 4.3471 1.2222 4.4079
H 0.3104 8.4165 -2.0085
C 2.1253 6.5709 0.1700
H -0.8280 6.2236 -2.2826
H -0.9449 -2.8029 -1.1209
C -4.6919 -3.3880 4.1407
C -5.4969 -4.4450 4.5333
C -3.4716 1.9426 -4.0543
C -5.7403 -5.5003 3.6645
H 0.0722 -5.2236 3.1049
H 3.3673 0.3456 -2.4847
C 3.2989 -3.4959 -1.2860
H -1.0478 -1.5978 4.6565
H 2.5179 0.2248 4.0737
H -1.9211 5.5885 -5.4581
H 6.1903 2.3403 4.5356
C -3.0475 -2.3569 -1.4239
H -2.7602 5.0439 -3.1444
C 5.4781 1.8313 3.9022
Cs 1.1722 0.9630 0.1680
C 4.5406 -4.0922 -1.0323
H -1.7042 2.4894 1.2265
H 1.7867 4.4917 0.5946
H -1.9684 -0.2223 5.2580
C -0.5854 0.2728 3.6519
H -4.4890 -2.5795 4.8321
H 2.9965 -4.7374 -2.8584
H -2.3931 2.7968 3.5874
C 3.5510 0.5599 2.1948
C 6.5876 0.7764 -1.6110
H 0.2099 -2.7607 2.8822
H 2.9574 6.6580 0.8577
C 5.5047 0.5636 -2.4525
H 7.5966 0.8031 -2.0049

Cartesian forces, eV/Å:
C -0.0100 0.0920 -0.0464
C 0.2479 0.0649 -0.2177
C 0.0343 -0.0434 -0.0046
H 0.0307 -0.0127 -0.0112
H 0.0121 0.0197 -0.0245
C 0.0971 0.1130 -0.0775
C -0.2496 0.2934 -0.1197
H -0.0304 0.0160 0.0022
F 0.0516 -0.0279 -0.0971
C 0.0042 -0.0195 -0.0613
N -0.2106 0.0760 0.0859
C -0.0920 -0.0585 0.0821
H 0.0193 0.0412 -0.0174
C -0.0072 0.1261 -0.1617
C -0.0476 -0.0005 0.0901
F -0.0512 -0.0059 0.0875
C -0.1389 -0.0134 0.0729
H 0.0692 0.0252 -0.0037
H 0.0053 -0.0083 -0.0235
H -0.0239 0.0612 0.0248
Ge 0.0997 -0.0638 0.1690
C 0.0398 0.1041 -0.0134
H 0.0667 -0.0219 -0.0601
H -0.0237 -0.0086 0.0381
H 0.0061 0.0114 -0.0078
H -0.0202 0.0155 -0.0246
C -0.1513 -0.1557 0.0541
N 0.2111 -0.0117 0.1774
H -0.0165 -0.0098 0.0116
N -0.1855 -0.1175 -0.2905
C -0.0592 0.1009 0.0108
N 0.2693 0.0579 0.0461
C -0.0764 -0.0632 -0.0146
H -0.0214 0.0282 0.0405
C 0.0124 -0.0386 -0.0518
C -0.1259 0.3973 0.4097
C -0.0374 -0.0189 -0.0142
C -0.0626 -0.0176 -0.0081
C -0.3110 0.0321 0.0518
H -0.0081 -0.0198 0.0160
H 0.0318 0.0494 0.0146
H 0.0465 0.0845 -0.0489
H 0.0275 -0.0384 -0.0169
C 0.1355 0.0149 -0.0148
C 0.0153 0.0236 -0.0940
O -0.8292 2.1539 -0.3296
H -0.0245 0.0223 -0.0079
C 0.0820 0.0071 0.1441
H 0.0176 0.0054 -0.0239
C -0.0606 -0.0155 -0.1485
H -0.0325 0.0004 0.0276
H 0.0829 -0.0091 0.0538
H -0.0313 -0.0214 -0.0085
C -0.1523 -0.1289 -0.1271
H -0.0363 -0.0062 0.0193
C 0.1644 -0.3491 -0.0478
C -0.2081 -0.0905 0.1535
H -0.0741 -0.0015 -0.0285
H 0.0107 0.0147 -0.0753
H -0.0551 -0.0214 0.0021
N 0.1480 0.2392 -0.0695
Ge -0.3729 -0.1674 0.4879
H 0.0384 0.0159 0.0187
H 0.0115 0.0151 0.0149
H 0.0067 -0.0633 0.0151
H 0.0036 0.0027 0.0307
H -0.0483 0.0294 -0.0113
C -0.0647 -0.0415 -0.0045
C 0.3006 0.0138 -0.3299
H 0.0014 -0.0065 -0.0003
C 0.0483 -0.1170 -0.0058
C -0.0165 -0.0433 -0.0086
C -0.3133 0.0439 -0.1608
H 0.0229 -0.0143 -0.0123
H -0.0006 -0.0623 0.0631
H -0.0022 0.0035 -0.0048
H -0.0268 -0.0057 -0.0013
C -0.0102 0.0226 -0.0115
C 0.0200 0.0287 -0.0091
H -0.0350 -0.0211 0.0293
C 0.1244 0.0755 -0.0699
N 0.3125 0.0969 -0.0001
C 0.0762 -0.0472 0.0676
S -0.0608 -0.3805 -0.2185
C 0.0572 0.0725 -0.1078
H -0.0025 -0.0073 -0.0022
C 0.0353 0.0119 0.0182
H -0.0141 -0.0004 -0.0128
H 0.0913 -0.0485 -0.0753
C 0.0160 0.0077 -0.0412
C -0.0147 -0.0181 0.0014
C -0.1569 -0.0834 0.1393
C -0.0332 -0.0088 0.0345
H 0.0020 -0.0275 -0.0261
H 0.0260 -0.0166 -0.0061
C 0.1846 0.0941 0.1966
H -0.0504 -0.0051 0.0484
H 0.0306 0.0379 0.0768
H 0.0045 0.0003 -0.0041
H -0.0030 -0.0033 -0.0121
C 0.0919 -0.0602 0.0578
H -0.0779 0.0156 -0.0199
C 0.0487 0.0448 0.0800
Cs 0.8467 -2.2289 0.2582
C 0.0401 0.0150 -0.0738
H -0.0117 -0.0027 -0.0708
H -0.0153 0.0015 0.0067
H -0.0039 -0.0369 0.0268
C -0.0573 -0.0264 -0.3010
H 0.0127 0.0199 -0.0194
H 0.0194 -0.0690 -0.0241
H -0.0464 -0.0021 0.0397
C 0.3632 0.1490 0.4768
C -0.1061 -0.0424 0.0255
H 0.0389 0.0212 -0.0380
H -0.0034 -0.0132 -0.0058
C 0.0889 -0.0084 -0.0253
H 0.0097 -0.0324 0.0078

As for the total charge: -1. As for the LUMO energy: 1.981 eV. For the relative energy (zero: lowest compared OMol25 entry of this formula, charge and spin), the calculation gives 63.8 kJ/mol. Its orbital gap is 6.19 eV. Its electronic energy is -192561.1554 eV.

---

# 2
Formula: C49H56F3N2O2S2
Source: the Open Molecules 2025 dataset
Level of theory: wB97M-V/def2-TZVPD

Atoms and positions in Å:
H 0.0115 -2.8855 1.3276
H 1.8277 -2.5021 -1.0965
C -2.8999 -2.5584 7.7215
H 3.8031 -0.6434 -9.1038
H 3.0663 -0.6813 1.6304
O -2.9268 -2.7600 0.1089
C 5.0118 -0.8529 -3.1244
C -5.2637 -1.4048 3.3462
C 1.4874 -2.0043 -5.2443
H -1.5324 0.1534 -5.0508
C -1.7586 3.9587 9.4983
S -0.6122 -3.7449 -0.9022
C -0.3538 -1.2615 3.8175
H -1.5881 4.3276 -6.0125
H 4.5265 0.7290 -1.7540
C -2.8430 3.7244 -4.3771
C -1.9935 -2.1580 6.4612
C 0.0317 -2.4847 0.2822
C 5.2333 -0.0535 -2.0088
H -0.9141 -1.4145 2.8519
N -4.4191 -4.4431 -0.1263
C -0.4064 2.7379 7.9251
C 2.3647 -0.1748 -10.6285
C 1.0323 -1.5215 -4.0228
C 3.1926 2.4611 -10.3208
H 0.2185 0.4769 1.7336
H 2.4052 -1.5087 -7.1214
H -3.1388 0.5544 -3.2130
H -0.7026 4.8779 11.1256
H 2.4354 -0.3200 -0.9608
H 0.7935 0.2069 -2.7706
F -2.2851 -2.3413 8.9146
H 8.1402 -1.4218 -0.9289
H -3.2695 -0.3769 6.0680
H 7.7528 -2.8363 -2.9205
H -7.4306 -0.9236 3.2976
C -1.8978 1.1559 -4.8597
C -3.9152 -0.8647 3.4064
H -6.9868 1.6405 3.4672
H -0.7520 2.0401 -6.4462
C 2.1999 2.1472 -11.2414
F -4.1454 -1.9853 7.6841
C -0.6202 4.2751 10.2294
H 1.3981 -3.0590 -5.4775
H 1.8249 1.7527 -4.4037
H -2.1287 2.1046 4.0328
H -3.9876 2.8403 -2.7892
H 0.5843 -2.1999 -3.3049
C -4.2273 -3.1913 0.2792
C 1.7241 -0.5168 -0.1145
C 2.3068 0.0527 1.2426
O -2.3913 -2.9988 5.3996
C 3.7662 1.4577 -9.5494
C 1.7848 0.8298 -11.3934
H 1.6495 -1.6957 2.9790
H -0.3224 2.1419 7.0222
H -0.6134 -1.5719 0.2143
H 6.5338 0.3686 -0.3518
H 1.4976 1.2856 2.8481
H -3.0575 -1.5716 3.3474
H 1.5107 4.0591 10.3855
H 4.5368 1.7030 -8.8269
H -2.5415 2.9394 7.7779
H -5.0322 -2.5660 0.7101
C -3.2778 2.6653 -3.5898
C 3.3536 0.1397 -9.7041
C 0.6239 3.8170 9.8119
C -2.1229 1.0507 3.6460
H -3.3551 -2.9642 5.2605
C 1.1606 0.3506 2.3220
C -3.5979 0.5648 3.5415
C 7.2643 -1.2602 -1.5461
C 2.1785 0.2178 -5.8635
H 1.0089 0.5856 -12.1097
S -1.1053 0.0698 4.8667
H -1.8702 -0.0882 7.1426
C 1.1229 -0.7974 3.4087
C 1.1508 -0.1696 -3.7222
C -2.8026 1.3808 -3.8293
C -1.9311 3.5006 -5.4020
C -1.6519 3.1884 8.3473
C 2.0561 -1.1339 -6.1662
C -6.4085 -0.4955 3.3787
C 5.9208 -1.8506 -3.4545
C -2.3567 -3.8999 -0.4776
H -1.6406 1.0748 2.6388
H 2.2458 -2.5546 0.6493
H -0.2202 -2.2303 4.3590
F -3.1144 -3.9204 7.6057
C 1.5219 -2.1026 -0.0853
H 2.0453 -1.2031 -10.7521
H -5.3599 -2.5189 3.2731
H 3.5183 3.4880 -10.2040
C 6.3602 -0.2563 -1.2208
H -0.9411 -2.4027 6.7699
C -4.7557 1.4777 3.5756
H 0.7714 0.0213 -0.3766
C -6.1232 0.9394 3.4736
C -1.4603 2.2156 -5.6447
C 7.0457 -2.0559 -2.6646
C -2.1742 -0.6183 6.1899
H 2.8832 0.9809 0.9763
H -3.2147 4.7256 -4.1917
H 2.6253 0.8961 -6.5816
H 4.1302 -0.6969 -3.7372
N -3.2217 -4.9091 -0.6042
H 1.7021 2.6946 8.3325
H 1.7498 2.9299 -11.8406
H 1.6922 -0.5229 4.3423
H -2.7288 4.3128 9.8259
H 5.7519 -2.4696 -4.3281
C 1.7275 0.6994 -4.6403
H -4.6022 2.5815 3.6502
C 0.7316 3.0498 8.6592

Cartesian forces, eV/Å:
H -0.2190 0.2136 -0.8831
H -0.5256 0.3211 0.9998
C 0.0669 -1.5746 -0.2570
H 0.0155 0.0321 -0.0444
H -0.7121 0.7306 -0.1875
O -1.1377 -1.7663 -0.5328
C -0.0729 0.0115 -0.0142
C 0.5811 1.9416 0.1666
C 0.0108 0.0086 0.0047
H 0.0061 0.0577 0.0033
C -0.0085 0.0040 0.0180
S -0.7542 -0.2200 0.2384
C 1.5983 -0.4573 -1.0414
H -0.0286 -0.0366 0.0168
H 0.0415 0.0066 -0.0406
C 0.0116 0.0042 0.0243
C -0.8661 0.0292 0.6876
C 0.1546 0.3462 0.4654
C 0.0198 -0.0844 0.0026
H 0.1218 0.1606 1.3044
N 0.1686 2.6704 0.8283
C -0.0713 0.0215 0.1179
C -0.0013 0.0230 0.0343
C 0.0369 0.0257 0.0380
C -0.0352 -0.0245 0.0063
H 0.5837 -0.0095 0.8129
H -0.0267 0.0326 0.0408
H -0.0100 0.0144 -0.0503
H 0.0021 -0.0343 -0.0409
H -0.5127 -0.0093 0.9194
H -0.0246 0.0128 -0.0772
F -0.9505 0.2023 -1.4011
H -0.0291 0.0174 -0.0362
H 1.1874 -0.2169 -0.4658
H -0.0295 0.0418 0.0107
H 0.8442 0.6790 0.1485
C -0.0183 -0.0369 0.0075
C -0.6606 1.0848 0.0148
H 0.8937 -0.5388 0.0531
H -0.0324 -0.0100 0.0395
C 0.0163 -0.0214 0.0306
F 1.5562 -0.2397 0.2481
C 0.0022 -0.0440 -0.0547
H -0.0090 0.0480 0.0061
H -0.0336 -0.0352 -0.0230
H 0.1915 -0.9886 -0.2203
H 0.0143 0.0021 -0.0459
H -0.0211 0.0177 -0.0498
C -0.4494 -1.9323 -0.5170
C 0.5719 -0.6305 0.1060
C -0.2253 0.0776 -0.7692
O 0.4175 0.7246 -0.0312
C -0.0091 -0.0075 0.0213
C 0.0113 0.0050 0.0068
H -0.7595 0.6630 0.4949
H 0.0519 0.0247 -0.0138
H 0.4988 -0.8435 0.0747
H 0.0099 -0.0239 -0.0453
H -0.9129 -0.6007 -0.5969
H -0.8400 0.4860 0.0608
H -0.0480 -0.0087 -0.0386
H -0.0162 -0.0127 -0.0515
H 0.0065 0.0488 0.0313
H 1.0839 -0.2354 -0.3708
C 0.0514 -0.0151 -0.0012
C -0.0429 0.0264 -0.0073
C -0.0225 0.0056 -0.0092
C -1.9318 0.5482 0.0820
H 0.3937 0.0871 0.2333
C 1.9497 -0.2082 0.0802
C -2.7395 -1.0382 -0.1402
C -0.0246 -0.0075 -0.0210
C 0.0085 0.0036 0.0152
H 0.0485 0.0099 0.0276
S 0.3354 -0.1110 -0.7138
H -0.0220 -0.3296 -1.1423
C -0.6154 -0.0548 -0.1016
C 0.0650 -0.0505 -0.0083
C 0.0275 0.0585 -0.0163
C -0.0068 -0.0510 0.0271
C 0.0374 -0.0483 -0.0400
C 0.0063 0.0125 0.0323
C 2.6687 0.6671 -0.0058
C 0.0159 -0.0070 0.0466
C -0.4357 -0.1323 0.5858
H 0.0721 -0.4132 1.0626
H -0.7873 0.3807 -0.7019
H -0.7160 0.9702 -0.1484
F 0.2452 1.7778 0.5757
C -0.1336 0.4958 -0.4061
H 0.0085 0.0458 0.0024
H -0.1511 1.2523 0.0299
H -0.0117 -0.0443 -0.0055
C -0.0345 -0.0148 0.0265
H -0.9593 0.1276 -0.5234
C -0.0221 -2.0762 -0.1958
H 0.7777 -0.5817 0.2230
C 1.1325 -1.2310 -0.0216
C -0.0224 0.0414 0.0136
C -0.0265 0.0282 0.0174
C -0.8308 -0.2967 1.3169
H -0.6841 -0.7145 0.4935
H 0.0176 -0.0498 -0.0148
H -0.0330 -0.0444 0.0044
H 0.0322 0.0009 0.0046
N 2.2889 2.1282 0.1296
H -0.0356 0.0315 0.0236
H 0.0238 -0.0396 0.0241
H -0.5357 -0.1511 -0.9976
H 0.0496 -0.0170 -0.0176
H -0.0019 0.0336 0.0428
C 0.0311 -0.0077 0.0051
H -0.2017 -1.1060 -0.0366
C 0.0152 -0.0384 -0.0336

As for the total charge: +1. As for the LUMO energy: -3.075 eV. Its orbital gap is 7.46 eV. Its electronic energy is -88609.4154 eV.

---

> The lowest orbital gap belongs to which entry?

C49H56CsF2Ge2N6OS